ORCA calculation (ωB97M-V/def2-TZVPD) on a molecular structure, C13H15BeIN2O2 at a distorted geometry.

The geometry in XYZ format:
```
34
Properties=species:S:1:pos:R:3:forces:R:3
I 1.1702 1.7121 -1.9200 0.45 0.30 -1.80
O 0.3702 0.3496 1.7568 1.40 -0.82 0.71
O 1.8564 -1.2348 2.5357 -1.87 1.28 -0.46
N -1.0851 1.0090 -0.0925 -0.42 -0.37 -0.40
N 0.9558 -0.9767 -0.4332 -0.92 0.52 0.71
C 0.7307 2.7145 1.0595 2.72 5.62 4.31
C -2.6656 -0.4465 -1.1510 0.69 0.39 0.68
C -1.3626 -0.1839 -0.6647 -1.09 0.46 -0.62
C -2.0716 1.8838 0.1213 -0.41 0.20 -0.19
C 0.7487 -0.6657 2.4620 0.37 -0.58 0.59
C 0.5108 -3.4127 -1.5468 0.21 -0.40 -0.25
C -0.5089 -2.4601 -1.4952 -0.89 0.51 0.26
C 1.9255 -1.8724 -0.4427 0.18 -0.10 -0.40
C 1.7719 -3.1221 -1.0220 0.27 -0.40 0.10
C -3.4243 1.6504 -0.2363 1.10 -0.05 0.23
C -0.3035 -1.2145 -0.8583 1.98 -1.37 -0.50
C -3.6957 0.4564 -0.9067 0.02 0.37 0.18
C 2.6501 1.1997 0.6963 5.00 3.05 -0.01
Be 0.9992 1.2680 0.6043 -6.70 -5.95 -1.88
H -1.7924 2.8600 0.5752 -0.09 -0.86 -0.33
H -0.1524 -0.9785 3.0492 0.75 -0.47 0.14
H -2.8483 -1.3576 -1.6993 -0.18 0.06 0.11
H 2.6522 -3.8055 -1.0217 -1.10 0.39 -0.11
H 0.3227 -4.4044 -1.9950 0.05 0.74 0.19
H 2.8921 -1.5847 0.0188 -0.69 -0.21 -0.35
H 0.0122 2.7458 1.9045 0.36 -0.44 -0.49
H 1.7315 3.0226 1.5415 -1.60 0.79 -0.30
H 0.5418 3.4441 0.2843 0.14 -0.22 -0.58
H -4.1806 2.4134 0.0092 0.42 -0.60 -0.26
H 3.0427 2.0199 -0.0704 -0.31 -2.35 1.90
H 2.3695 0.1905 0.3374 0.04 0.57 0.00
H -1.5009 -2.6606 -1.9307 0.77 -0.26 0.27
H 3.0457 1.2062 1.7634 -0.82 0.21 -1.43
H -4.7081 0.2347 -1.2329 0.17 0.01 -0.03
```
Positions in Å, forces in eV/Å.

- Energy relative to the best compared isomer or geometry (same formula, charge and spin): 211.99 kcal per mole
- Largest force on an atom: 9.2 eV/A
- E_tot: -1076.64279 hartree
- E_HOMO (spin up / spin down): -8.01 / -8.12 eV
- Gap between HOMO and LUMO (spin up / spin down): 4.7 / 5.0 eV

Atom charges from the natural (NBO) analysis, given in e for atoms 1 to 4: I -0.48; O -0.91; O -0.68; N -0.44


ORCA calculation (ωB97M-V/def2-TZVPD) on C3H5NO in the gas phase.

The geometry in XYZ format:
```
10
Properties=species:S:1:pos:R:3:forces:R:3
O 1.6369 0.4860 -1.1752 -0.26 0.04 0.45
N 0.2499 0.1987 0.6966 0.34 0.26 0.12
C 1.4864 0.3050 0.0068 0.07 0.07 -0.46
C -0.9701 0.5467 -0.0391 -0.11 0.16 -0.16
C -0.6271 -0.8647 0.1695 -0.01 -0.29 0.08
H 2.3505 0.2097 0.6834 -0.12 -0.08 0.02
H -0.8840 0.9214 -1.0537 0.16 0.05 0.13
H -1.7050 1.0345 0.5975 0.09 -0.17 -0.18
H -1.1228 -1.4584 0.9282 0.04 0.00 -0.10
H -0.2210 -1.3875 -0.6927 -0.21 -0.05 0.10
```
Positions in Å, forces in eV/Å.

- Energy relative to the best compared isomer or geometry (same formula, charge and spin): 33.97 kcal per mole
- Largest force on an atom: 0.5 eV/A
- E_tot: -247.25311 hartree
- E_HOMO: -10.08 eV
- SMILES: O=CN1CC1
- Gap between HOMO and LUMO: 11.2 eV

Atom charges from the natural (NBO) analysis, given in e for atoms 1 to 4: O -0.55; N -0.49; C 0.55; C -0.25


ORCA calculation (ωB97M-V/def2-TZVPD) on 2 unconnected molecules or ions with the total composition C2H7NO3 at a distorted geometry.

The geometry in XYZ format:
```
13
Properties=species:S:1:pos:R:3:forces:R:3
O 1.2292 2.2060 -0.2292 0.31 0.38 0.14
O 0.1861 -2.9887 -0.7597 0.92 -0.48 0.01
O -0.8142 -0.9425 1.1709 -0.26 0.26 -0.19
N -0.6049 0.9006 -0.3663 0.04 1.24 1.26
C 0.0130 0.0482 0.8067 0.24 0.01 -1.54
C 0.0390 2.0274 -0.5559 -0.47 -0.89 -0.91
H 0.9119 -0.3159 0.2921 0.24 0.06 0.35
H -0.8181 -1.5568 0.4183 -0.06 -0.61 0.19
H -0.4575 2.8409 -1.1059 0.21 0.24 0.04
H 0.6087 -3.4585 -0.0316 -0.40 0.10 0.72
H 0.2332 0.7831 1.5716 -0.15 -0.32 0.48
H -1.6123 1.0143 -0.4654 -0.05 -0.53 -0.01
H 0.7438 -3.3927 -1.4458 -0.58 0.54 -0.54
```
Positions in Å, forces in eV/Å.

- Spin multiplicity: 2
- Energy relative to the best compared isomer or geometry (same formula, charge and spin): 29.46 kcal per mole
- Largest force on an atom: 1.8 eV/A
- E_tot: -360.51599 hartree
- E_HOMO (spin up / spin down): -15.64 / -15.64 eV
- Total charge: +1
- Gap between HOMO and LUMO (spin up / spin down): 11.0 / 6.3 eV

Atom charges from the natural (NBO) analysis, given in e for atoms 1 to 4: O -0.06; O -0.97; O -0.64; N -0.51


ORCA calculation (ωB97M-V/def2-TZVPD) on a molecular structure, C37H51BN10O2PW.

The geometry in XYZ format:
```
103
Properties=species:S:1:pos:R:3:forces:R:3
W 0.0950 -0.3408 -0.3784 -0.03 0.57 0.54
P -0.0541 2.3521 -2.6766 -0.09 -0.05 -0.10
O 0.0331 0.9578 -2.0117 0.18 0.05 -0.24
O 1.6952 -1.5902 -1.0599 0.21 0.11 0.00
N 0.9164 -0.9031 1.2891 0.36 -0.17 0.27
N -0.3174 -0.5266 1.7717 -0.06 -0.01 -0.18
N 1.4937 1.3145 0.0803 -0.23 -0.11 0.05
N -1.3978 2.0210 0.8255 0.03 0.03 0.00
N 1.1204 2.0906 1.1416 -0.03 0.03 0.09
N -1.5209 -1.8769 -0.1807 -0.24 -0.20 0.10
N -0.4121 -1.4975 -2.5364 0.11 -0.20 -0.19
N -0.4452 0.6207 2.5748 0.00 -0.05 -0.07
N -1.5985 0.9828 -0.0378 -0.04 -0.01 0.02
N 1.7698 -3.5061 0.1297 0.00 -0.03 0.01
C -0.5639 -4.3069 2.5929 -0.02 -0.01 -0.05
C 2.7496 1.6587 -0.2485 0.09 -0.04 -0.10
C -1.1430 -1.6797 2.1394 0.01 -0.08 0.06
C 2.0302 -0.9228 2.1727 -0.04 -0.03 -0.38
C 0.2760 -1.3898 -3.6957 0.09 0.13 0.14
C -1.2784 -1.9447 3.6332 0.05 0.01 -0.06
C 3.3921 -1.1167 1.5503 0.03 0.01 0.10
C 3.5440 1.0454 -1.3553 0.00 0.00 0.06
C 2.0661 3.9022 2.5896 -0.03 -0.03 -0.01
C 3.4271 -3.1330 -1.5949 0.01 -0.07 -0.02
C 1.6386 -0.7601 -3.7630 -0.05 0.00 -0.05
C -3.2288 -2.7431 1.2763 -0.07 -0.03 0.00
C 1.1588 2.5185 -3.9808 -0.02 -0.01 -0.01
C 0.1822 3.7509 -1.5932 -0.02 -0.08 0.07
C -0.2129 -1.9376 -4.8782 -0.02 -0.03 -0.03
C 3.1808 2.6674 0.6040 -0.07 0.05 0.01
C 1.9106 -0.8173 3.5032 -0.04 0.05 0.20
C -1.5167 -2.2653 -2.5360 0.06 0.03 -0.12
C -2.1404 -2.4688 -1.2216 -0.04 -0.02 0.06
C -3.4098 0.3013 -1.6572 0.02 0.02 0.04
C -2.4599 2.8357 0.8201 -0.04 0.04 -0.03
C -2.8044 1.1722 -0.6097 -0.03 0.01 -0.08
C -3.8627 -3.3356 0.1996 -0.02 -0.02 0.03
C 0.8308 -0.4696 4.4433 0.11 0.04 0.01
C -2.0340 -2.8489 -3.6777 -0.10 -0.06 0.00
C 2.2391 -2.7003 -0.8043 -0.22 -0.02 0.01
C -3.2912 -3.2215 -1.0530 -0.04 -0.04 -0.07
C -1.6430 2.5468 -3.4699 0.02 0.05 -0.03
C -0.4940 -2.8443 2.8119 -0.02 0.00 0.05
C 2.1275 2.9164 1.4720 0.12 0.06 -0.05
C -2.5731 4.0481 1.6802 0.01 -0.03 0.01
C -0.6881 1.6269 4.8390 0.01 0.01 0.01
C -0.6271 -0.9237 4.5121 -0.08 -0.04 0.03
C -1.3861 -2.6594 -4.8840 0.03 0.02 -0.01
C -3.3708 2.3294 -0.0974 -0.01 0.00 0.05
C -2.0526 -2.0597 1.0570 0.09 0.07 -0.02
C -0.3096 0.4345 4.0028 -0.07 0.01 -0.02
B -0.2584 1.9477 1.8662 0.04 0.03 -0.02
H 3.9195 -3.9949 -1.1508 0.01 0.01 -0.01
H -1.6975 4.6907 1.5899 0.00 0.00 0.00
H 4.5936 1.0106 -1.0659 0.01 -0.01 0.00
H 1.0294 3.5017 -4.4375 0.00 0.00 0.01
H -2.4387 2.6005 -2.7306 -0.01 0.01 0.02
H 0.3566 -1.8019 -5.7875 0.00 -0.01 0.00
H 4.1374 -2.3114 -1.6766 -0.02 0.03 0.01
H -4.3343 2.7400 -0.3513 0.01 0.01 0.01
H -0.3647 2.8513 2.6228 0.01 0.00 -0.02
H -3.6254 -2.8289 2.2779 0.02 0.00 0.00
H 4.0972 -0.4166 1.9963 -0.01 -0.03 0.04
H -3.8683 -0.5865 -1.2227 -0.01 0.02 0.01
H 0.0129 2.4512 4.7231 0.00 0.00 0.01
H -1.0014 -0.9594 5.5261 0.00 0.00 0.00
H -2.9309 -3.4454 -3.6404 -0.01 -0.01 -0.01
H 2.1721 2.4505 -3.5924 0.00 0.00 -0.01
H -1.8218 1.7166 -4.1538 0.00 0.00 0.00
H 0.0658 4.6504 -2.2018 0.00 0.00 0.02
H -2.2379 -2.2931 4.0087 0.00 0.01 0.01
H 3.7761 -2.1237 1.7217 -0.02 0.01 -0.02
H 3.1065 -3.4008 -2.6033 0.00 -0.01 0.01
H -1.6351 3.4775 -4.0412 -0.01 -0.02 -0.01
H 3.2122 0.0392 -1.5928 0.04 0.02 0.04
H 2.3895 -1.5348 -3.6070 0.01 0.01 -0.01
H -4.2024 0.8517 -2.1609 0.00 0.00 -0.02
H 3.3898 -0.9164 0.4867 -0.01 0.05 -0.07
H 3.4938 1.6439 -2.2655 0.02 0.01 0.04
H -2.6729 3.7708 2.7301 0.00 0.01 0.00
H -3.4530 4.6196 1.3954 0.00 0.00 -0.01
H 1.2464 4.6082 2.4589 0.00 0.00 0.00
H 1.8136 -0.3620 -4.7610 -0.02 0.00 0.00
H 4.1414 3.1555 0.5914 -0.01 0.00 0.01
H 1.1837 3.7426 -1.1646 0.04 -0.01 0.05
H -1.7760 -3.0862 -5.7984 0.00 0.00 0.01
H -1.6890 1.9787 4.5851 0.00 -0.01 -0.01
H 1.7971 0.0141 -3.0274 -0.03 -0.07 -0.10
H -1.5028 -4.7162 2.9808 0.00 0.02 0.02
H -2.6797 -0.0035 -2.4066 -0.01 0.00 0.00
H -4.7816 -3.8912 0.3349 0.01 0.01 0.00
H 2.2273 -4.3827 0.3277 0.01 0.01 -0.01
H -3.7659 -3.7000 -1.8937 0.01 0.00 -0.03
H 1.0287 -3.1992 0.7446 0.00 -0.01 -0.02
H 1.0068 1.7593 -4.7466 -0.01 0.04 0.01
H -0.6892 1.3356 5.8884 0.00 0.00 0.00
H 1.9275 3.4000 3.5474 0.00 0.01 0.00
H -0.5633 3.7595 -0.7991 0.01 -0.02 -0.02
H 1.2210 -0.2713 5.4329 0.01 0.00 -0.01
H 2.9970 4.4621 2.6323 0.00 0.00 -0.01
H 2.8682 -0.9027 4.0070 0.01 -0.01 -0.02
H 0.2306 -4.8078 3.1509 0.01 0.00 -0.01
H -0.4924 -4.5970 1.5419 0.03 0.02 0.00
```
Positions in Å, forces in eV/Å.

- Spin multiplicity: 3
- Energy relative to the best compared isomer or geometry (same formula, charge and spin): 132.74 kcal per mole
- Largest force on an atom: 0.8 eV/A
- E_tot: -2571.08768 hartree
- E_HOMO (spin up / spin down): -15.31 / -15.48 eV
- Total charge: +3
- Gap between HOMO and LUMO (spin up / spin down): 6.5 / 6.2 eV

Atom charges from the Löwdin analysis, given in e for atoms 1 to 4: W 1.94; P 0.70; O -0.52; O -0.19